{"formula": "C19H30N4P2PdS", "method": "ωB97M-V with the def2-TZVPD basis set", "species": ["Pd", "C", "P", "C", "C", "C", "C", "C", "C", "C", "P", "C", "C", "H", "H", "H", "H", "H", "H", "H", "H", "H", "H", "H", "H", "H", "H", "H", "H", "N", "N", "C", "N", "S", "H", "H", "H", "H", "H", "C", "C", "C", "C", "C", "C", "C", "C", "N", "H", "H", "H", "H", "H", "H", "H", "H", "H"], "xyz": [[-1.10693, 0.47775, -0.60648], [-1.53124, 0.92841, 2.62661], [-0.28889, 0.28435, 1.45370], [1.24884, 0.97306, 2.11706], [-0.24322, -1.50331, 1.86327], [0.57426, -2.02605, 2.85705], [0.56718, -3.38494, 3.13599], [-0.27591, -4.22899, 2.42696], [-1.09296, -3.70695, 1.43657], [-1.07487, -2.35354, 1.13599], [-2.09440, -1.64835, -0.23002], [-3.76820, -2.25081, 0.22818], [-1.68083, -2.76571, -1.61262], [-1.27052, 0.65237, 3.65022], [-2.50407, 0.51010, 2.36949], [-1.59536, 2.01325, 2.54130], [1.29294, 0.85695, 3.20081], [1.27475, 2.03475, 1.87238], [2.10850, 0.50166, 1.64569], [1.23858, -1.37595, 3.41282], [1.21893, -3.78291, 3.90265], [-0.28799, -5.29069, 2.63702], [-1.73686, -4.37523, 0.87742], [-3.80512, -3.33035, 0.38006], [-4.46675, -1.97921, -0.56490], [-4.08821, -1.75113, 1.14199], [-1.79444, -3.81828, -1.35202], [-0.65378, -2.56356, -1.92170], [-2.34565, -2.53829, -2.44776], [-1.44814, 1.09513, -2.84832], [-1.80926, 2.42551, -3.05887], [-2.32461, 3.20011, -2.07608], [-2.50102, 4.49756, -2.43194], [-2.72968, 2.66615, -0.55528], [-0.41147, 0.97839, -2.73980], [-1.88552, 0.49921, -3.53529], [-1.34804, 2.89624, -3.82407], [-2.54136, 4.76184, -3.40253], [-2.98240, 5.07940, -1.77023], [2.43288, -1.65673, -1.06517], [2.83335, -0.24821, -0.73874], [4.06092, 0.01037, -0.14949], [4.43595, 1.31860, 0.15910], [3.57816, 2.37205, -0.12807], [2.33238, 2.13762, -0.69555], [1.40797, 3.28646, -0.94554], [1.92514, 0.81502, -1.01335], [0.76145, 0.53833, -1.65761], [3.23124, -2.35880, -0.82441], [2.16847, -1.74730, -2.11859], [1.53352, -1.93490, -0.50359], [4.73266, -0.81247, 0.06503], [5.40062, 1.51610, 0.61092], [3.87710, 3.38713, 0.10752], [1.86848, 4.22858, -0.65210], [0.46877, 3.14710, -0.38941], [1.11465, 3.34309, -1.99625]], "lowdin_charge": [0.296, -0.249, 0.787, -0.229, -0.362, -0.079, -0.073, -0.073, -0.094, -0.378, 0.809, -0.269, -0.261, 0.048, 0.033, 0.039, 0.049, 0.054, 0.036, 0.098, 0.105, 0.105, 0.096, 0.034, 0.039, 0.036, 0.035, 0.034, 0.039, -0.056, -0.079, -0.912, 0.073, 0.599, -0.008, 0.090, 0.142, 0.099, 0.082, -0.064, -0.253, -0.082, -0.108, -0.083, -0.266, -0.069, -0.418, -0.061, 0.070, 0.070, 0.055, 0.100, 0.090, 0.100, 0.070, 0.046, 0.069], "lumo_ev": [0.26, 0.14], "max_force_ev_per_a": 1.00, "e_above_lowest_ev": 1.963, "homo_lumo_gap_ev": [6.10, 5.95]}